C22H20MoN3O7S as an isolated structure. Source: the OMol25 dataset; level of theory: ωB97M-V with the def2-TZVPD basis set.

Output
**Orbital gap (spin up / spin down)**: 6.7059 / 6.7311 eV
**Charge**: +3
**Spin multiplicity**: 3
**HOMO level (spin up / spin down)**: -17.65 / -17.65 eV
**Expectation value of S²**: 2.0136

Atoms and positions in Å:
Mo  -0.64  -0.35  0.48
O  -4.63  0.76  -0.06
C  -3.43  0.56  0.35
O  -2.62  -0.21  -0.22
C  -3.00  1.25  1.58
C  -3.69  2.10  2.42
C  -3.02  2.58  3.55
C  -1.71  2.20  3.82
C  -1.10  1.34  2.92
N  -1.74  0.90  1.85
C  0.30  0.78  2.98
O  1.16  1.11  3.71
O  0.45  -0.20  2.02
H  -4.86  0.27  -0.88
H  -4.72  2.38  2.21
H  -3.54  3.25  4.22
H  -1.18  2.56  4.69
O  4.11  1.14  -5.29
C  3.65  1.27  -4.06
O  3.61  2.33  -3.49
C  3.02  0.09  -3.36
C  1.79  -0.37  -3.80
C  0.97  -1.07  -2.92
C  1.44  -1.35  -1.65
C  2.74  -1.04  -1.26
C  3.53  -0.30  -2.13
N  0.51  -1.78  -0.63
C  0.54  -2.97  -0.16
C  -0.36  -3.32  0.93
C  -0.39  -4.57  1.50
C  -1.30  -4.82  2.52
C  -2.14  -3.80  2.93
C  -2.04  -2.56  2.32
N  -1.17  -2.31  1.34
H  4.19  0.22  -5.58
H  1.42  -0.10  -4.78
H  -0.04  -1.35  -3.21
H  3.09  -1.31  -0.27
H  4.50  0.05  -1.81
H  1.23  -3.71  -0.56
H  0.28  -5.34  1.14
H  -1.35  -5.80  2.99
H  -2.87  -3.95  3.71
H  -2.67  -1.74  2.64
C  0.56  2.92  -2.50
S  1.23  1.74  -1.36
C  2.02  2.82  -0.18
O  -0.07  1.23  -0.58
H  -0.02  3.67  -1.96
H  -0.05  2.37  -3.21
H  1.41  3.36  -3.01
H  2.85  3.28  -0.71
H  2.40  2.21  0.63
H  1.31  3.57  0.17

***

C37H22F10O2P2PtS2 as an isolated structure in a non-equilibrium geometry. Source: the OMol25 dataset; level of theory: ωB97M-V with the def2-TZVPD basis set.

Output
**Orbital gap**: 6.6661 eV
**Charge**: 0
**Spin multiplicity**: 1
**HOMO level**: -7.41 eV

Atoms and positions in Å:
Pt  0.61  -1.19  0.54
F  5.60  3.30  1.76
C  4.58  2.67  1.19
C  4.58  1.29  1.07
F  5.62  0.60  1.53
C  3.51  0.64  0.48
F  3.59  -0.68  0.36
C  2.39  1.33  0.01
S  0.99  0.58  -0.75
C  2.44  2.72  0.11
F  1.44  3.46  -0.38
C  3.50  3.39  0.69
F  3.50  4.73  0.78
O  -2.54  0.21  -0.12
P  -3.12  -0.71  0.87
C  -2.60  -0.31  2.59
P  -1.12  0.72  2.69
O  0.11  0.01  2.18
C  -1.47  2.33  2.01
C  -0.42  3.25  1.98
C  -0.64  4.54  1.53
C  -1.91  4.92  1.12
C  -2.96  4.01  1.15
C  -2.74  2.72  1.59
C  -0.86  0.96  4.46
C  -1.73  1.76  5.20
C  -1.54  1.92  6.56
C  -0.47  1.29  7.18
C  0.41  0.51  6.44
C  0.21  0.34  5.08
C  -2.70  -2.43  0.57
C  -3.22  -3.57  1.33
C  -2.87  -4.82  1.02
C  -1.86  -5.11  -0.03
C  -1.41  -3.93  -0.93
C  -1.87  -2.60  -0.47
C  -4.94  -0.62  0.93
C  -5.70  -1.04  2.01
C  -7.08  -0.97  1.97
C  -7.71  -0.47  0.83
C  -6.96  -0.04  -0.25
C  -5.57  -0.12  -0.21
H  -2.36  -1.22  3.16
H  -3.41  0.19  3.12
H  0.57  2.94  2.30
H  0.18  5.24  1.49
H  -2.07  5.93  0.76
H  -3.94  4.31  0.81
H  -3.56  2.02  1.59
H  -2.56  2.27  4.71
H  -2.21  2.54  7.13
H  -0.31  1.43  8.24
H  1.25  0.03  6.93
H  0.89  -0.27  4.50
H  -3.96  -3.39  2.10
H  -3.31  -5.65  1.56
H  -2.14  -5.99  -0.62
H  -1.65  -4.03  -1.99
H  -1.59  -1.75  -1.07
H  -5.22  -1.43  2.91
H  -7.67  -1.30  2.81
H  -8.79  -0.41  0.80
H  -7.44  0.35  -1.13
H  -4.97  0.23  -1.04
F  1.33  -8.37  -0.66
C  0.86  -7.13  -0.60
C  1.04  -6.31  -1.80
F  1.61  -6.92  -2.84
C  0.65  -5.04  -1.84
F  0.81  -4.31  -2.95
C  0.08  -4.30  -0.68
S  1.36  -3.12  -0.10
C  -0.39  -5.29  0.45
F  -0.22  -4.74  1.71
C  0.20  -6.66  0.46
F  -0.03  -7.41  1.54

***

A 15-piece molecular cluster, C3H36O14S overall in a non-equilibrium geometry. Source: the OMol25 dataset; level of theory: ωB97M-V with the def2-TZVPD basis set.

Output
**Orbital gap**: 9.1440 eV
**Charge**: 0
**Spin multiplicity**: 1
**HOMO level**: -9.12 eV

Atoms and positions in Å:
C  -1.58  1.15  1.29
C  -0.60  2.33  1.37
C  -0.25  2.74  2.92
S  1.34  3.90  3.09
H  -2.05  1.08  0.28
H  -2.45  1.36  1.97
H  -1.13  0.26  1.54
H  0.34  2.30  0.79
H  -1.09  3.26  1.03
H  0.03  1.89  3.64
H  -1.09  3.25  3.43
H  1.25  4.66  2.08
H  0.61  -2.84  -0.70
H  1.85  -3.10  0.12
O  0.97  -2.74  0.27
H  1.26  4.05  -1.94
H  0.62  2.75  -1.43
O  0.42  3.65  -1.86
H  -0.18  -2.10  3.12
H  -0.04  -1.61  4.68
O  -0.28  -1.32  3.82
H  -2.88  -1.59  0.16
H  -2.73  -1.61  1.64
O  -2.59  -2.16  0.87
H  -2.60  -3.87  -0.67
H  -2.90  -2.77  -1.68
O  -2.38  -3.64  -1.62
H  -0.33  -1.79  -2.45
H  -0.74  -3.26  -2.13
O  -0.06  -2.70  -2.15
H  3.31  2.64  -1.51
H  3.15  1.45  -0.63
O  2.71  2.15  -1.09
H  2.75  0.25  1.22
H  2.38  -0.40  -0.09
O  3.07  0.10  0.30
H  -2.27  -0.25  -2.55
H  -1.02  0.49  -2.57
O  -1.45  -0.35  -2.12
H  -1.91  -1.22  3.53
H  -2.78  0.21  2.98
O  -2.79  -0.83  3.00
H  2.20  -0.08  -2.76
H  2.27  -0.90  -4.08
O  2.02  0.07  -3.80
H  -0.06  -3.04  1.57
H  -1.46  -3.33  2.12
O  -0.58  -3.38  2.29
H  -0.37  2.51  -2.86
H  0.44  1.26  -3.40
O  -0.33  1.63  -3.32
H  0.96  -3.10  -3.94
H  0.36  -1.71  -4.26
O  1.20  -2.32  -4.49

***

C30H46Cl2N3O6SbSi3V as an isolated structure. Source: the OMol25 dataset; level of theory: ωB97M-V with the def2-TZVPD basis set.

Output
**Orbital gap (spin up / spin down)**: 6.6262 / 7.7426 eV
**Charge**: 0
**Spin multiplicity**: 2
**HOMO level (spin up / spin down)**: -7.81 / -7.78 eV
**Expectation value of S²**: 0.8932

Atoms and positions in Å:
V  -0.39  -0.48  -1.13
C  2.29  -0.34  -4.51
C  1.13  0.09  -3.65
O  1.19  -0.28  -2.43
C  0.11  0.86  -4.18
C  -0.84  1.52  -3.36
C  -1.65  2.63  -3.95
N  -0.97  1.22  -2.09
N  -1.75  2.12  -1.36
C  -1.63  1.82  -0.11
O  -0.84  0.87  0.29
C  -2.50  2.47  0.90
C  -3.16  3.66  0.61
C  -4.00  4.23  1.55
C  -4.20  3.60  2.78
C  -3.55  2.41  3.06
C  -2.70  1.84  2.12
H  3.20  0.14  -4.15
H  2.43  -1.42  -4.40
H  2.14  -0.09  -5.56
H  0.15  1.14  -5.22
H  -1.50  2.69  -5.03
H  -2.70  2.48  -3.72
H  -1.37  3.58  -3.50
H  -3.00  4.13  -0.35
H  -4.51  5.16  1.33
H  -4.86  4.04  3.51
H  -3.71  1.91  4.01
H  -2.18  0.91  2.33
Cl  -6.90  -3.26  2.04
C  -5.44  -2.71  1.28
C  -4.25  -3.42  1.49
C  -3.08  -2.97  0.91
Cl  -1.62  -3.87  1.16
C  -3.02  -1.80  0.12
O  -1.90  -1.31  -0.26
C  -4.27  -1.18  -0.15
C  -4.41  -0.14  -1.18
O  -3.68  0.02  -2.14
C  -5.44  -1.61  0.46
H  -4.24  -4.30  2.10
H  -5.28  0.53  -1.03
H  -6.37  -1.08  0.27
N  -1.25  -1.56  -2.74
C  -0.96  -3.00  -2.66
C  0.30  -3.22  -1.83
O  0.99  -4.20  -1.99
O  0.50  -2.30  -0.93
H  -2.24  -1.34  -2.65
H  -0.94  -1.16  -3.63
H  -0.88  -3.46  -3.64
H  -1.77  -3.49  -2.11
C  3.97  -2.36  -1.48
Si  4.02  -0.78  -0.49
C  5.29  -0.94  0.87
C  4.41  0.72  -1.56
Sb  1.75  -0.26  0.58
Si  1.35  -1.70  2.63
C  -0.40  -1.35  3.18
C  2.56  -1.15  3.95
C  1.64  -3.48  2.14
Si  2.03  2.12  1.45
C  3.75  2.36  2.16
C  0.77  2.45  2.79
C  1.81  3.28  -0.01
H  4.53  -2.22  -2.41
H  2.97  -2.71  -1.72
H  4.47  -3.15  -0.92
H  6.27  -1.11  0.42
H  5.07  -1.80  1.50
H  5.36  -0.05  1.50
H  5.19  0.46  -2.28
H  4.78  1.55  -0.95
H  3.54  1.06  -2.11
H  -0.44  -0.43  3.78
H  -0.78  -2.17  3.79
H  -1.08  -1.23  2.33
H  2.45  -0.09  4.18
H  3.59  -1.34  3.67
H  2.35  -1.70  4.88
H  1.29  -3.68  1.13
H  1.10  -4.15  2.83
H  2.70  -3.72  2.20
H  4.00  1.61  2.92
H  3.81  3.34  2.63
H  4.52  2.32  1.39
H  0.80  1.69  3.57
H  -0.24  2.50  2.40
H  1.01  3.41  3.27
H  2.61  3.13  -0.73
H  1.86  4.32  0.33
H  0.85  3.13  -0.51

***

C25H36NO2Ti as an isolated structure in a non-equilibrium geometry. Source: the OMol25 dataset; level of theory: ωB97M-V with the def2-TZVPD basis set.

Output
**Orbital gap (spin up / spin down)**: 5.9930 / 4.1593 eV
**Charge**: +1
**Spin multiplicity**: 1
**HOMO level (spin up / spin down)**: -10.37 / -9.58 eV

Atoms and positions in Å:
O  -3.45  -1.48  0.27
C  -3.81  -2.19  1.52
C  -5.06  -2.86  0.98
H  -4.02  -1.45  2.30
H  -3.01  -2.87  1.86
C  -4.68  -2.09  -0.32
H  -5.96  -2.53  1.51
H  -4.98  -3.95  1.02
C  -5.63  -0.95  -0.66
H  -5.66  -0.26  0.19
H  -6.66  -1.30  -0.83
H  -5.30  -0.39  -1.54
C  -4.32  -2.98  -1.50
H  -3.52  -3.66  -1.19
H  -3.98  -2.38  -2.36
H  -5.19  -3.55  -1.84
Ti  1.73  0.97  -1.00
C  3.52  -0.05  -1.97
C  3.57  -0.27  -0.54
C  2.46  -1.10  -0.17
H  4.33  0.08  0.15
C  1.71  -1.37  -1.37
C  2.34  -0.70  -2.47
H  2.00  -0.77  -3.51
H  4.28  0.38  -2.61
H  2.29  -1.59  0.80
H  0.91  -2.11  -1.48
C  1.45  3.03  -2.06
C  1.28  1.89  -2.94
C  0.09  1.18  -2.51
H  1.95  1.62  -3.75
C  -0.41  1.82  -1.32
C  0.43  2.96  -1.06
H  0.24  3.68  -0.26
H  2.21  3.80  -2.18
H  -0.42  0.39  -3.03
H  -1.34  1.57  -0.81
O  -1.25  -0.44  0.99
C  -1.02  -1.58  0.15
C  -0.48  -2.75  0.95
H  -0.48  -1.35  -0.79
H  -2.09  -1.75  -0.18
C  -0.28  -2.18  2.38
H  0.48  -3.13  0.56
H  -1.22  -3.55  0.87
C  -0.49  -0.67  2.21
H  0.73  -2.38  2.74
H  -1.03  -2.65  3.02
H  0.49  -0.15  2.14
H  -1.03  -0.10  2.99
C  4.94  2.49  -0.79
C  4.04  2.70  0.36
C  4.38  3.46  1.49
C  3.24  3.49  2.33
C  2.27  2.69  1.71
C  0.92  2.47  2.22
N  2.75  2.19  0.51
H  5.65  1.67  -0.57
H  5.51  3.42  -0.90
H  4.46  2.29  -1.75
H  5.34  3.97  1.59
H  3.07  4.02  3.27
H  0.87  1.58  2.83
H  0.66  3.31  2.87
H  0.17  2.39  1.44

***

The molecule C3H8N4O in a non-equilibrium geometry. Source: the OMol25 dataset; level of theory: ωB97M-V with the def2-TZVPD basis set.

Output
**Orbital gap**: 9.3946 eV
**SMILES**: CN(C=O)/N=C/NN
**Charge**: 0
**Spin multiplicity**: 1
**HOMO level**: -9.00 eV

Atoms and positions in Å:
C  1.53  1.32  -0.11
C  2.11  -1.00  0.32
C  -0.83  -0.79  -0.34
H  2.71  1.50  0.08
H  0.82  1.93  0.67
H  1.59  1.77  -1.13
H  1.76  -1.73  1.18
H  -0.62  -1.75  -0.91
H  -2.60  -0.77  -1.16
H  -2.80  1.04  -0.40
H  -2.84  0.36  1.40
N  1.13  -0.07  -0.04
N  -0.09  -0.10  0.30
N  -2.22  -0.96  -0.08
N  -3.02  0.11  0.27
O  3.36  -0.85  -0.04

***

The molecule C9H18N2Si in a non-equilibrium geometry. Source: the OMol25 dataset; level of theory: ωB97M-V with the def2-TZVPD basis set.

Output
**Orbital gap**: 10.2742 eV
**SMILES**: CC[Si](CC)(CC)n1cccn1
**Charge**: 0
**Spin multiplicity**: 1
**HOMO level**: -9.31 eV

Atoms and positions in Å:
C  -3.68  -0.12  -0.15
C  -3.33  -0.75  1.06
C  -2.53  0.26  -0.78
C  0.45  2.95  -0.33
C  0.62  -2.89  -0.42
C  2.68  0.13  1.35
C  0.54  1.64  -1.16
C  0.86  -1.57  -1.19
C  1.13  0.18  1.60
N  -1.99  -0.86  1.05
N  -1.53  -0.28  -0.05
Si  0.23  -0.06  -0.13
H  -4.67  0.20  -0.50
H  -4.05  -1.12  1.82
H  -2.31  0.73  -1.77
H  1.41  3.14  0.09
H  0.35  3.84  -1.09
H  -0.18  2.94  0.57
H  1.11  -2.87  0.62
H  -0.43  -3.06  -0.15
H  1.00  -3.65  -1.07
H  2.99  1.19  0.95
H  3.42  -0.25  2.09
H  2.75  -0.55  0.43
H  1.49  1.68  -1.76
H  -0.26  1.49  -1.79
H  0.40  -1.53  -2.11
H  1.87  -1.54  -1.43
H  0.81  1.25  1.85
H  0.87  -0.53  2.39

***

C26H47FeO2Si2 as an isolated structure in a non-equilibrium geometry. Source: the OMol25 dataset; level of theory: ωB97M-V with the def2-TZVPD basis set.

Output
**Orbital gap (spin up / spin down)**: 7.7252 / 6.3204 eV
**Charge**: 0
**Spin multiplicity**: 6
**HOMO level (spin up / spin down)**: -7.12 / -7.71 eV
**Expectation value of S²**: 8.7931

Atoms and positions in Å:
O  5.27  0.03  -0.96
C  5.80  -1.30  -0.77
C  7.23  -0.84  -1.09
H  5.38  -2.03  -1.49
H  5.69  -1.65  0.27
C  6.60  0.56  -1.25
H  7.62  -1.25  -2.02
H  7.93  -0.87  -0.25
C  6.81  1.13  -2.64
H  6.45  0.41  -3.39
H  7.89  1.30  -2.80
H  6.30  2.09  -2.78
C  7.01  1.57  -0.21
H  6.87  1.15  0.79
H  6.41  2.48  -0.33
H  8.06  1.84  -0.34
Fe  0.54  -0.58  0.15
C  -0.13  0.13  2.35
C  -0.16  -1.29  2.51
C  1.12  -1.81  2.14
H  -1.01  -1.86  2.86
C  1.98  -0.72  1.76
C  1.19  0.50  1.92
H  1.56  1.52  1.85
H  -0.93  0.82  2.60
H  1.44  -2.85  2.21
H  3.05  -0.78  1.61
C  -0.91  1.07  -0.33
C  -0.40  2.29  0.25
C  0.43  2.94  -0.71
H  -0.75  2.71  1.20
C  0.52  2.10  -1.86
C  -0.32  0.97  -1.68
H  -0.56  0.23  -2.44
H  -1.81  0.54  0.01
H  0.89  3.93  -0.61
H  1.04  2.36  -2.78
O  3.98  1.87  -2.55
C  3.74  2.35  -1.22
C  3.15  1.25  -0.35
H  3.05  3.20  -1.27
H  4.68  2.75  -0.80
C  2.75  0.11  -1.32
H  2.30  1.65  0.19
H  3.91  0.91  0.35
C  3.30  0.59  -2.66
H  1.65  -0.01  -1.35
H  3.21  -0.83  -1.05
H  2.47  0.76  -3.37
H  3.99  -0.14  -3.12
C  -3.24  -1.27  1.06
Si  -2.60  -1.93  -0.60
C  -3.64  -3.51  -0.79
C  -3.25  -0.81  -1.98
C  -0.69  -1.99  -0.74
Si  -0.08  -3.75  -0.57
C  -0.63  -4.82  -2.02
C  1.79  -3.85  -0.58
C  -0.69  -4.54  1.03
H  -4.34  -1.27  0.99
H  -2.94  -0.25  1.33
H  -2.93  -1.94  1.88
H  -4.68  -3.17  -0.95
H  -3.38  -4.13  -1.66
H  -3.65  -4.15  0.10
H  -3.32  0.24  -1.66
H  -2.63  -0.86  -2.88
H  -4.27  -1.14  -2.25
H  -0.46  -1.71  -1.81
H  -1.00  -4.22  -2.87
H  0.23  -5.41  -2.37
H  -1.43  -5.52  -1.73
H  2.27  -3.34  0.27
H  2.06  -4.92  -0.53
H  2.21  -3.42  -1.50
H  -0.28  -4.05  1.92
H  -1.78  -4.55  1.13
H  -0.34  -5.59  1.03

***

Number 1: calculated total energy -2006.8225 Eh. Number 2: calculated total energy -4170.6684 Eh. Number 3: calculated total energy -1587.3325 Eh. Number 4: calculated total energy -4759.8193 Eh. Number 5: calculated total energy -2028.5466 Eh. Number 6: calculated total energy -413.1485 Eh. Number 7: calculated total energy -752.6957 Eh. Number 8: calculated total energy -3011.8954 Eh.